ORCA calculation (wB97M-V/def2-TZVPD) on a 11-piece molecular cluster, C44H88O11 overall.

For the frontier orbital gap, the calculation gives 8.62 eV. For the LUMO energy, the calculation gives 0.4624 eV. The HOMO energy is -8.16 eV. The net charge is 0. As for the structure (SMILES): C1CCOC1.C1CCOC1.C1CCOC1.C1CCOC1.C1CCOC1.C1CCOC1.C1CCOC1.C1CCOC1.C1CCOC1.C1CCOC1.C1CCOC1. The value obtained for the energy is -69542.72258 eV.

Last column: Löwdin charge in e.
Atoms and positions in Å:
1 C -3.507 3.551 -0.569  -0.172
2 C -2.588 2.447 -0.359  -0.257
3 C -3.569 1.382 0.121  -0.153
4 O -4.764 2.069 0.517  -0.096
5 C -4.495 3.493 0.566  -0.140
6 H -3.920 3.531 -1.578  0.106
7 H -2.926 4.472 -0.514  0.119
8 H -1.799 2.710 0.346  0.019
9 H -2.064 1.991 -1.198  0.085
10 H -3.061 0.977 0.996  0.072
11 H -3.750 0.688 -0.699  0.103
12 H -4.170 3.885 1.529  0.119
13 H -5.354 4.074 0.232  0.119
14 C 1.607 -4.767 -0.639  -0.125
15 C 1.303 -4.023 -1.911  -0.100
16 C 0.185 -3.098 -1.450  -0.202
17 O 0.532 -2.893 -0.105  -0.231
18 C 1.208 -3.912 0.532  -0.231
19 H 2.657 -5.053 -0.575  0.110
20 H 0.984 -5.656 -0.534  0.126
21 H 1.157 -4.792 -2.670  0.118
22 H 2.142 -3.422 -2.260  0.101
23 H -0.735 -3.664 -1.593  0.132
24 H 0.109 -2.192 -2.051  0.071
25 H 0.538 -4.376 1.256  0.134
26 H 2.053 -3.569 1.130  0.059
27 C -1.725 -2.935 2.379  -0.134
28 C -1.609 -3.637 1.036  -0.114
29 C -2.556 -2.727 0.166  -0.103
30 O -2.671 -1.476 0.875  -0.117
31 C -1.866 -1.497 2.044  -0.218
32 H -0.862 -3.012 3.040  0.106
33 H -2.677 -3.180 2.852  0.122
34 H -2.044 -4.622 1.204  0.117
35 H -0.573 -3.626 0.698  0.034
36 H -3.519 -3.238 0.145  0.118
37 H -2.206 -2.509 -0.843  0.091
38 H -2.302 -0.824 2.782  0.110
39 H -0.842 -1.157 1.888  0.077
40 C -2.708 1.915 -3.121  -0.163
41 C -3.143 1.810 -4.579  -0.121
42 C -3.035 0.340 -4.952  -0.170
43 O -2.625 -0.254 -3.725  -0.233
44 C -2.807 0.535 -2.560  -0.173
45 H -3.287 2.659 -2.573  0.076
46 H -1.662 2.217 -3.066  0.132
47 H -2.476 2.381 -5.225  0.115
48 H -4.196 2.089 -4.534  0.116
49 H -2.268 0.263 -5.722  0.108
50 H -3.992 -0.079 -5.266  0.130
51 H -2.065 0.252 -1.814  0.099
52 H -3.817 0.503 -2.152  0.125
53 C -0.352 2.219 4.196  -0.128
54 C -1.719 2.432 3.594  -0.136
55 C -2.289 1.019 3.452  -0.115
56 O -1.137 0.210 3.218  -0.290
57 C 0.049 0.995 3.431  -0.295
58 H -0.549 2.001 5.246  0.122
59 H 0.341 3.057 4.124  0.114
60 H -1.648 3.007 2.670  0.091
61 H -2.366 2.995 4.266  0.118
62 H -2.815 0.907 2.504  0.105
63 H -2.783 0.705 4.372  0.145
64 H 0.603 1.416 2.592  0.073
65 H 0.746 0.506 4.111  0.039
66 C 2.509 1.597 -0.815  -0.153
67 C 3.140 2.722 -1.617  -0.117
68 C 4.097 3.364 -0.610  -0.136
69 O 3.253 3.329 0.551  -0.169
70 C 2.357 2.209 0.530  -0.205
71 H 3.097 0.678 -0.815  0.070
72 H 1.481 1.393 -1.115  0.113
73 H 2.438 3.503 -1.909  0.108
74 H 3.533 2.333 -2.557  0.115
75 H 4.235 4.411 -0.880  0.126
76 H 5.048 2.866 -0.421  0.119
77 H 1.367 2.620 0.727  0.058
78 H 2.527 1.368 1.201  0.101
79 C 1.913 -0.460 3.928  -0.188
80 C 2.834 -1.489 3.372  -0.120
81 C 1.867 -2.405 2.590  -0.132
82 O 0.567 -2.032 3.106  -0.149
83 C 0.669 -1.292 4.311  -0.141
84 H 1.695 0.246 3.126  0.092
85 H 2.320 0.089 4.777  0.150
86 H 3.266 -2.124 4.146  0.130
87 H 3.601 -0.987 2.784  0.073
88 H 2.063 -3.475 2.659  0.129
89 H 2.029 -2.261 1.521  0.067
90 H 0.718 -1.792 5.278  0.139
91 H -0.206 -0.664 4.484  0.122
92 C 4.142 -2.486 -0.582  -0.117
93 C 3.261 -1.282 -0.285  -0.215
94 C 4.074 -0.644 0.822  -0.120
95 O 4.359 -1.797 1.716  -0.218
96 C 4.710 -2.879 0.804  -0.125
97 H 4.965 -2.251 -1.256  0.114
98 H 3.603 -3.183 -1.223  0.077
99 H 2.264 -1.454 0.121  0.051
100 H 3.153 -0.669 -1.179  0.123
101 H 3.644 0.163 1.415  0.106
102 H 4.998 -0.127 0.565  0.141
103 H 4.264 -3.805 1.166  0.115
104 H 5.780 -3.019 0.650  0.116
105 C 0.225 0.387 1.062  -0.114
106 C 0.910 -0.516 0.037  -0.140
107 C 0.001 -0.462 -1.232  -0.091
108 O -0.729 0.755 -0.991  -0.170
109 C -1.003 1.005 0.352  -0.196
110 H 0.944 1.135 1.398  0.039
111 H -0.065 -0.262 1.889  0.068
112 H 0.815 -1.509 0.476  0.079
113 H 1.966 -0.397 -0.204  0.015
114 H -0.571 -1.386 -1.329  0.055
115 H 0.705 -0.307 -2.049  0.152
116 H -1.861 0.366 0.561  0.089
117 H -1.289 2.014 0.649  0.037
118 C -0.532 -3.108 -5.398  -0.114
119 C -0.883 -1.803 -4.666  -0.112
120 C -1.535 -2.194 -3.357  -0.217
121 O -1.161 -3.555 -3.227  -0.227
122 C -1.166 -4.174 -4.494  -0.174
123 H 0.529 -3.339 -5.493  0.105
124 H -0.919 -3.121 -6.417  0.105
125 H -1.467 -1.099 -5.259  0.072
126 H -0.002 -1.233 -4.372  0.119
127 H -2.607 -2.006 -3.304  0.143
128 H -1.112 -1.761 -2.451  0.044
129 H -2.162 -4.574 -4.684  0.121
130 H -0.535 -5.060 -4.434  0.110
131 C 0.482 4.067 1.762  -0.138
132 C -0.171 3.990 0.387  -0.144
133 C 0.253 5.343 -0.205  -0.189
134 O 1.090 6.046 0.650  -0.091
135 C 1.654 5.036 1.426  -0.188
136 H 0.841 3.082 2.060  0.080
137 H -0.173 4.579 2.467  0.127
138 H -1.241 4.018 0.594  0.083
139 H -0.011 3.095 -0.214  0.119
140 H -0.576 5.943 -0.579  0.122
141 H 0.865 5.167 -1.090  0.110
142 H 2.007 5.414 2.385  0.128
143 H 2.526 4.600 0.939  0.072